C2HBr2Cl2F | ωB97M-V with the def2-TZVPD basis set

XYZ file:
```
8
Properties=species:S:1:pos:R:3
C -1.2731 -0.8826 -0.8861
C 1.0718 0.6493 0.9550
F -2.2645 -0.0533 -0.5575
Cl -0.2844 -0.4033 -2.1437
Cl 1.9327 -0.7000 1.6156
Br 1.8420 1.4165 -0.5808
Br 0.4156 1.8875 2.2288
H -1.4401 -1.9141 -0.6313
```

Calculated values
HOMO energy (alpha / beta) ... -0.32076 / -0.30509 Ha
E_LUMO (alpha / beta) ... 0.16 / -1.13 eV
Net charge ... 0

=====

C2HBrCl2OS | ωB97M-V with the def2-TZVPD basis set

XYZ file:
```
8
Properties=species:S:1:pos:R:3
C 0.0337 -0.5492 0.1221
C -2.9243 0.4005 0.6062
O 0.5931 -1.2733 -1.1270
S 0.7820 -2.1013 0.1769
Cl -2.8222 1.8746 -0.1964
Cl -0.9345 -3.3222 0.1861
Br -3.8395 -1.0184 -0.0549
H 0.9257 -0.0001 0.5470
```

Calculated values
HOMO energy ... -0.30522 Ha
E_LUMO ... -0.91 eV
Net charge ... 0

=====

Record order is preserved below.
Total energy: -169933.5852; -110052.5140 eV
Record order is preserved below.
Energy relative to the best compared isomer or geometry (same formula, charge and spin): 75.3; 106.4 kcal/mol